84
Properties=species:S:1:pos:R:3:forces:R:3 method="wB97M-V/def2-TZVPD" fmax_ev_per_a=2.710 total_charge=+1 lumo_ev=-4.164 energy_ev=-126381.671
C 3.8135 1.5426 -2.7646 0.7 1.3 0.4
C 3.2911 0.5092 -3.3637 -0.5 -1.7 -1.0
C 1.9898 0.0253 -2.8511 -0.9 0.9 -2.4
C 0.8838 -0.4804 -3.8373 0.1 -0.4 1.0
C -0.1274 -0.8734 -2.7883 -1.1 -1.1 -1.9
P -1.9632 -0.7303 -2.9092 -0.8 1.7 0.8
O -2.4949 -1.6636 -4.1196 0.9 -0.3 0.3
Br -2.5372 -1.7049 -0.9928 0.2 0.1 -0.6
N 0.4986 -1.2916 -1.7816 0.9 -0.8 1.1
C 1.9795 -1.2002 -1.9271 0.0 1.8 1.8
N 2.4859 -1.0814 -0.5930 -0.5 -0.1 -0.4
C 2.2969 0.2460 -0.0026 0.9 0.5 1.0
C 2.3514 0.2534 1.5349 -0.6 0.0 -0.9
H 4.8674 1.6510 -2.5995 0.5 0.8 -1.0
H 3.1501 2.3353 -2.4776 0.0 0.1 1.6
H 3.7749 0.0664 -4.2198 0.6 -1.2 0.5
H 1.5354 0.9123 -2.4219 0.0 -0.1 0.9
H 1.2751 -1.4349 -4.1823 -0.2 -0.2 -0.8
H 0.5514 0.1500 -4.6394 -0.1 0.3 -0.2
H -2.7997 -1.0445 -4.7959 -0.3 -0.2 -0.2
H 0.1199 -1.6091 -0.8907 -0.2 -0.2 -0.1
H 2.3688 -2.0691 -2.4359 0.1 -0.4 -0.1
H 3.4497 -1.3646 -0.5352 0.2 -0.1 0.0
H 3.0870 0.9044 -0.3475 0.0 0.2 -0.3
H 1.3608 0.7130 -0.2784 -0.3 -0.2 -0.4
H 2.8136 1.1792 1.8431 0.3 0.1 0.3
H 2.9006 -0.6131 1.8746 0.2 -0.1 0.4
H 1.3296 0.2447 1.9053 0.3 -0.3 0.3
O -2.8274 -7.5616 2.5781 0.1 0.1 0.2
C -2.6658 -7.3407 1.4141 -0.3 -0.2 -0.2
O -1.9684 -6.2387 1.0587 0.3 0.3 0.3
C -1.5640 -5.9371 -0.2724 -0.1 0.0 -0.2
C -2.6642 -5.2494 -1.0528 -0.2 -0.1 0.1
C -3.2859 -8.2101 0.3466 0.4 -0.2 -0.2
H -1.1914 -6.8306 -0.7752 -0.1 0.0 0.0
H -0.7140 -5.2620 -0.1704 0.0 0.0 0.1
H -3.5415 -5.8869 -1.1612 0.1 -0.1 -0.1
H -2.3119 -4.9783 -2.0490 0.0 0.0 0.0
H -2.9907 -4.3451 -0.5362 0.1 -0.2 0.0
H -4.3265 -7.9175 0.2150 0.0 0.0 0.0
H -3.2467 -9.2421 0.6842 -0.2 0.0 0.1
H -2.7761 -8.1710 -0.6136 -0.1 0.1 0.0
O -0.4749 -0.4140 2.5270 -0.1 -1.0 0.1
C -0.8576 -1.1214 3.4298 0.3 0.1 0.5
O -2.1040 -1.5868 3.4067 -0.3 -0.2 -0.4
C -2.6150 -2.5472 4.3574 0.0 0.1 0.4
C -3.0784 -1.8767 5.6320 0.1 0.2 0.0
C 0.0208 -1.4001 4.6231 0.2 -0.5 -0.1
H -1.8849 -3.3342 4.5387 0.1 0.1 0.0
H -3.4560 -3.0194 3.8676 -0.1 0.0 -0.3
H -2.2602 -1.3715 6.1471 0.0 -0.1 0.0
H -3.5087 -2.6126 6.3095 0.0 0.0 0.0
H -3.8312 -1.1201 5.4095 -0.1 -0.1 0.0
H -0.0338 -0.5532 5.3055 0.0 0.0 0.0
H 1.0456 -1.5110 4.2755 0.0 0.2 0.0
H -0.2341 -2.3108 5.1577 -0.1 0.1 0.1
O -2.6660 4.9743 4.4520 0.1 0.3 0.1
C -2.5977 3.8645 4.0166 -0.3 -0.3 -0.2
O -1.4653 3.4715 3.3947 0.2 0.2 0.1
C -1.2130 2.1282 2.9856 -0.1 0.0 -0.2
C -1.8337 1.8266 1.6381 -0.3 0.1 -0.4
C -3.7785 2.9208 4.0768 0.2 -0.4 0.3
H -1.5277 1.4222 3.7554 -0.1 0.1 0.0
H -0.1296 2.0441 2.9136 0.0 0.1 0.1
H -2.9198 1.9194 1.6630 0.0 0.0 0.1
H -1.5819 0.8135 1.3226 -0.1 0.3 0.0
H -1.4723 2.5321 0.8879 0.1 0.1 0.1
H -4.4593 3.1567 3.2604 0.0 0.0 0.0
H -4.2900 3.0774 5.0228 -0.1 0.2 -0.1
H -3.5121 1.8670 4.0311 0.0 0.0 -0.2
O 3.6145 4.5728 -1.9450 0.0 -0.3 0.0
C 3.4404 5.3399 -2.8533 0.0 0.6 0.1
O 3.9260 5.0295 -4.0654 0.0 -0.4 -0.1
C 3.6431 5.7833 -5.2517 0.1 0.3 -0.1
C 4.5667 6.9741 -5.3946 0.1 0.0 0.2
C 2.7634 6.6718 -2.6365 -0.4 -0.1 -0.2
H 2.5898 6.0653 -5.2862 0.0 0.0 0.1
H 3.8070 5.0944 -6.0781 0.0 -0.1 0.1
H 4.4467 7.6792 -4.5726 -0.1 0.0 0.0
H 4.3698 7.4995 -6.3288 0.0 0.0 0.0
H 5.6062 6.6477 -5.3873 0.0 0.0 -0.1
H 3.4912 7.3740 -2.2334 0.0 0.0 0.0
H 1.9640 6.5346 -1.9127 0.1 0.0 0.2
H 2.3126 7.0939 -3.5310 0.2 0.1 0.0